a) ORCA calculation (ωB97M-V/def2-TZVPD) on 3 unconnected molecules or ions with the total composition C4H16NO2.

Results
HOMO energy (eV): -15.2324
Net charge: +1

Bonds (Å) are listed after each position.
Atoms and positions in Å:
1 H -2.136 1.768 0.537  C19 1.100
2 H 2.689 -0.009 0.258  O8 0.959
3 H 0.824 -0.101 -1.452  C11 1.096
4 H -0.859 -0.541 1.635  N23 1.014
5 H -1.440 -1.841 -2.392  C10 1.100
6 H -0.454 2.203 0.019  C19 1.084
7 H -2.006 -0.413 -0.236  C22 1.098
8 O 2.376 -0.860 0.571  H2 0.959, H18 0.965
9 H 0.360 -1.935 -2.683  C10 1.091
10 C -0.433 -1.655 -1.988  H5 1.100, H9 1.091, C11 1.553, H14 1.085
11 C -0.264 -0.168 -1.572  H3 1.096, C10 1.553, H20 1.100, C22 1.517
12 H 0.590 -0.951 0.795  N23 1.056
13 H 0.338 0.589 1.238  N23 1.049
14 H -0.284 -2.269 -1.105  C10 1.085
15 H -1.720 1.951 -1.179  C19 1.091
16 O 0.722 1.171 2.860  H17 0.966, H21 0.966
17 H 1.527 0.784 3.228  O16 0.966
18 H 2.777 -1.563 0.045  O8 0.965
19 C -1.342 1.625 -0.210  H1 1.100, H6 1.084, H15 1.091, C22 1.552
20 H -0.532 0.455 -2.438  C11 1.100
21 H 0.501 1.910 3.442  O16 0.966
22 C -1.039 0.105 -0.297  H7 1.098, C11 1.517, C19 1.552, N23 1.526
23 N -0.196 -0.257 0.922  H4 1.014, H12 1.056, H13 1.049, C22 1.526

***

b) ORCA calculation (ωB97M-V/def2-TZVPD) on 3 unconnected molecules or ions with the total composition C4H16NO2.

Results
HOMO energy (eV): -14.1852
Net charge: +1

Bonds (Å) are listed after each position.
Atoms and positions in Å:
1 H -0.203 -2.951 1.344  C5 1.084
2 N -0.129 -0.132 -0.673  H11 1.041, C14 1.600, H15 1.011, H22 1.019
3 H 1.874 -2.209 1.992  C6 1.090
4 H 1.799 -0.625 1.358  C6 1.084
5 C -0.024 -1.903 1.129  H1 1.084, C6 1.538, C14 1.536, H20 1.095
6 C 1.492 -1.642 1.143  H3 1.090, H4 1.084, C5 1.538, H16 1.091
7 H -2.482 -0.548 0.686  C8 1.079
8 C -2.230 -1.335 -0.008  H7 1.079, C14 1.525, H17 1.103, H18 1.090
9 H 0.360 4.601 -3.074  O10 0.955
10 O 0.162 4.733 -2.149  H9 0.955, H23 0.991
11 H 0.425 0.417 0.017  N2 1.041
12 H -0.491 -2.174 -1.029  C14 1.087
13 H 0.877 2.703 1.200  O21 0.974
14 C -0.728 -1.532 -0.184  N2 1.600, C5 1.536, C8 1.525, H12 1.087
15 H -0.798 0.413 -1.201  N2 1.011
16 H 1.946 -2.034 0.232  C6 1.091
17 H -2.484 -2.343 0.361  C8 1.103
18 H -2.781 -1.361 -0.948  C8 1.090
19 H 2.109 2.106 0.681  O21 0.953
20 H -0.552 -1.367 1.924  C5 1.095
21 O 1.178 1.909 0.723  H13 0.974, H19 0.953
22 H 0.490 -0.448 -1.419  N2 1.019
23 H 0.188 5.722 -2.104  O10 0.991

***

c) ORCA calculation (ωB97M-V/def2-TZVPD) on 3 unconnected molecules or ions with the total composition C4H16NO2.

Results
HOMO energy (eV): -14.9640
Net charge: +1

Bonds (Å) are listed after each position.
Atoms and positions in Å:
1 C 1.949 -2.076 0.746  H5 1.081, H9 1.082, C10 1.538, H16 1.091
2 O -2.965 0.038 -2.422  H14 0.962, H17 0.958
3 H -0.047 0.758 0.898  C6 1.080
4 H 1.779 -0.198 1.833  C10 1.090
5 H 2.871 -2.261 1.280  C1 1.081
6 C 0.055 -0.271 0.588  H3 1.080, C10 1.538, C18 1.517, H19 1.084
7 H 1.535 0.117 -0.969  C18 1.081
8 H 0.229 -0.931 -1.501  C18 1.091
9 H 1.358 -2.978 0.657  C1 1.082
10 C 1.125 -0.976 1.438  C1 1.538, H4 1.090, C6 1.538, H11 1.086
11 H 0.596 -1.419 2.277  C10 1.086
12 H 0.054 1.562 -2.282  N13 1.018
13 N -0.237 1.123 -1.411  H12 1.018, C18 1.511, H21 1.029, H23 1.023
14 H -2.836 -0.786 -2.900  O2 0.962
15 H -1.174 2.452 2.692  O20 0.964
16 H 2.218 -1.776 -0.267  C1 1.091
17 H -3.766 0.140 -1.906  O2 0.958
18 C 0.480 -0.086 -0.857  C6 1.517, H7 1.081, H8 1.091, N13 1.511
19 H -0.918 -0.747 0.552  C6 1.084
20 O -0.900 2.604 1.780  H15 0.964, H22 0.963
21 H -1.237 0.881 -1.387  N13 1.029
22 H -0.019 2.985 1.850  O20 0.963
23 H -0.152 1.844 -0.689  N13 1.023

***

Referenced to the most stable arrangement, the calculated values in kcal/mol are a) 0.0; b) 6.2; c) 8.5.